Entry from the Open Molecules 2025 dataset: C24H51N3O5Zr as an isolated structure in a non-equilibrium geometry (the ωB97M-V functional and the def2-TZVPD basis).

```
84
C24H51N3O5Zr the ωB97M-V functional and the def2-TZVPD basis
C -2.85 -0.26 2.08
N 2.70 -0.35 0.92
C -3.34 0.44 0.76
O -1.21 0.67 -0.21
H -2.12 2.66 2.80
H 2.88 -2.18 -0.84
H -1.96 -4.58 -2.75
H -2.96 -1.59 -0.18
H 4.62 1.11 1.27
O 1.14 1.24 -2.07
C 2.25 2.02 1.12
C -1.11 -4.17 -3.29
H -2.67 -1.92 -2.71
C 3.39 -1.64 1.27
H -0.68 1.93 1.99
C 3.64 -2.44 -0.07
H 0.33 -3.01 -1.18
H 3.10 -3.54 2.34
H 2.37 -2.15 3.15
H 2.14 1.96 -3.70
H 4.89 -2.33 2.57
H -1.18 -3.12 -0.95
N -2.41 1.28 0.12
H -0.99 3.70 2.21
C -4.69 1.19 0.93
H 3.13 -0.55 -3.97
H 4.04 -0.35 3.87
H -5.31 0.55 1.49
H -1.47 -4.05 -4.34
H -5.39 3.09 1.49
H 2.31 2.93 1.77
C -2.09 2.65 0.60
C 4.70 -1.41 2.03
O 1.58 -1.01 -2.69
H 1.55 -0.10 -4.58
C 2.54 -2.60 2.18
H -3.31 0.14 -3.30
H 2.21 -0.22 3.89
H -3.91 3.44 -0.31
H -2.11 1.13 -4.13
H 2.86 2.12 0.23
H 4.12 1.90 2.91
C -3.67 -0.78 -0.16
H 3.07 1.16 -2.41
C -2.27 0.50 -3.17
C 4.10 0.99 2.26
H 1.21 2.00 0.71
C 2.15 1.16 -2.97
H -0.23 -4.84 -3.18
C -1.46 2.71 1.97
C 1.66 0.38 3.10
H -0.20 2.89 -0.57
H 1.16 1.23 3.46
H -3.88 -0.49 -1.17
O 1.44 -0.72 0.46
H -1.28 4.31 -0.22
H -2.90 0.36 2.99
H -5.14 1.30 -0.07
H -1.99 -1.85 -4.48
C -1.74 -1.78 -3.33
H 1.58 -2.86 1.68
H 5.50 -1.28 1.31
H -1.72 3.13 -1.41
C 4.66 -0.24 2.98
C -4.47 2.54 1.53
H -4.08 2.43 2.55
H 3.66 -3.51 0.16
H -2.18 1.19 -2.30
O -1.26 -0.52 -3.03
H -1.74 -0.40 1.91
H 5.70 -0.04 3.34
H 0.79 -0.20 2.62
C -0.70 -2.79 -2.92
H -3.37 4.39 1.12
C -3.49 3.37 0.70
N -0.50 -2.55 -1.47
H -4.56 -1.30 0.18
C -1.22 3.29 -0.44
H 0.26 -2.45 -3.37
C 2.13 -0.21 -3.64
Zr 0.33 -0.25 -1.19
C 2.60 0.72 1.88
H 4.69 -2.30 -0.39
H -3.37 -1.26 2.28
```

For the total energy, the calculation gives -1532.5859 Ha. As for the charge: 0. The HOMO-LUMO gap is 7.59 eV.



Entry from the Open Molecules 2025 dataset: a 3-piece molecular cluster, C24H51NO13P2S4 overall in a non-equilibrium geometry (the ωB97M-V functional and the def2-TZVPD basis).

```
95
C24H51NO13P2S4 the ωB97M-V functional and the def2-TZVPD basis
H 1.03 -1.61 5.19
H 3.09 1.71 -3.73
H 3.93 -0.16 -5.08
C 2.52 1.10 -0.10
P -5.95 0.91 2.66
H 7.22 -3.64 0.79
S -1.59 2.71 -0.86
S -4.42 3.84 2.69
C 1.32 0.39 -0.76
H -0.77 -1.75 -0.80
H 0.83 0.98 -1.54
H -1.78 -2.79 5.16
H -5.20 -0.59 4.08
C -1.19 -1.08 3.89
O 1.19 2.93 0.86
H -1.20 -2.13 1.44
O 4.78 -1.35 -1.94
H 1.72 -0.49 -1.28
H -4.09 -1.35 2.34
H -4.41 2.60 0.16
H 5.97 -4.23 -1.93
H 1.39 -1.28 -5.95
H 0.51 -0.01 -6.84
H 3.81 -3.68 -0.92
H 4.44 1.27 -5.99
O -2.47 -0.72 3.54
H -7.94 -0.22 1.91
C 7.15 -3.47 -0.28
H -4.90 0.36 -1.44
O -4.07 2.93 -2.31
O -3.49 -0.58 -0.36
H -1.04 -0.15 -1.51
H -5.82 1.57 0.19
C 6.94 -1.98 -0.56
O -2.53 1.05 -3.17
S 5.16 -1.73 -0.61
N -4.47 1.20 1.74
C 4.72 -3.45 -0.36
H 1.65 4.75 1.81
C 2.67 0.27 -6.79
O -5.40 0.36 4.15
H 3.15 -0.51 -7.39
H 0.65 -1.00 0.80
C -4.07 0.64 -0.76
C -2.23 -1.77 1.28
C 1.06 3.82 1.95
H 2.93 1.80 -0.85
C -3.05 -1.60 2.56
C -4.72 1.56 0.34
H 1.81 1.32 1.97
S 1.14 0.68 -4.65
H 3.35 0.42 0.18
P -3.00 1.79 -1.81
H -3.10 -2.61 3.04
C 0.26 -0.14 0.22
H 2.49 2.55 -5.19
H -2.14 0.35 0.98
H 0.87 -3.35 5.46
C -0.93 -2.44 4.55
C 0.32 -2.40 5.48
C -0.99 -0.69 -0.56
O -0.32 -0.34 3.65
O 1.21 -0.24 -3.56
H -0.01 -2.20 6.51
H 1.39 3.37 2.91
H -4.56 4.06 4.04
C 5.94 -4.22 -0.84
H -2.74 -2.57 0.70
H -2.73 2.32 1.87
H -1.69 1.46 -3.48
C 1.35 -0.22 -6.19
H 7.37 -1.36 0.22
H -6.77 -1.39 2.51
H 3.11 2.44 1.49
C 2.69 1.57 -4.74
H 8.08 -3.82 -0.73
H -6.55 -0.67 0.83
H -0.06 0.61 0.96
H 4.55 -3.59 0.71
C -6.88 -0.50 1.87
C -2.24 -0.53 0.33
O 0.05 1.62 -4.79
O 4.76 -0.97 0.55
H -0.75 -3.22 3.80
O -5.64 4.04 1.95
H 2.49 1.12 -7.46
H 7.34 -1.69 -1.53
C 2.18 1.94 1.13
H -3.77 3.77 -1.91
O -3.41 4.78 2.26
H -3.34 1.82 3.44
H 0.01 4.13 2.10
C 3.57 0.72 -5.63
H 5.91 -5.26 -0.49
C -3.67 2.17 2.44
```

The value obtained for the energy above the lowest of the compared OMol25 structures with the same formula, charge and spin is 97.5 kJ/mol. For the total energy, the calculation gives -4253.3799 Ha. As for the charge: 0. The HOMO-LUMO gap is 8.18 eV.



Entry from the Open Molecules 2025 dataset: C24H52B3O15P3 as an isolated structure in a non-equilibrium geometry (the ωB97M-V functional and the def2-TZVPD basis).

```
97
C24H52B3O15P3 the ωB97M-V functional and the def2-TZVPD basis
H -1.82 4.37 -2.06
H -3.15 1.35 -5.74
H 3.14 -1.77 2.39
H -1.25 2.48 -0.67
C -7.31 -4.42 -4.35
H -3.51 -0.36 -1.04
C -5.59 0.19 -1.10
C -0.80 2.49 -1.67
H -0.07 -2.32 4.36
H -0.98 6.35 -6.90
O -4.63 -2.08 -1.33
H 6.89 2.67 3.50
B -0.81 -0.70 1.54
C -0.86 3.89 -2.27
O -3.85 -3.20 -3.34
H -2.27 5.25 -7.35
O -6.18 -3.36 -2.46
O 7.44 -0.21 5.17
H 1.67 1.60 1.83
O -5.66 -1.71 -4.16
C 0.87 -2.05 6.33
H 3.80 -2.94 3.54
H 5.92 1.91 4.77
O 7.57 -2.00 3.45
H -1.73 -2.21 -2.16
H 4.88 -2.04 2.47
C 0.26 -1.64 5.14
H -1.54 2.61 -8.03
C 8.92 -3.66 5.80
O -2.95 3.30 -3.87
C -1.74 5.68 -6.50
H 8.44 1.54 5.00
H 1.03 -3.11 6.49
H -8.17 -4.31 -5.00
H -0.09 4.51 -1.81
C -2.74 -2.62 -4.02
H 8.39 0.59 3.52
P -5.09 -2.24 -2.90
P 6.65 -1.45 4.48
H -3.00 1.63 -8.28
O -0.18 1.44 3.03
H 9.48 -4.51 5.41
H -5.69 0.31 -2.19
H -1.08 -1.69 0.93
H -1.32 1.76 -2.29
C 1.26 -1.07 7.23
C -2.69 6.46 -5.61
H 1.75 -1.39 8.14
H 4.12 0.11 3.63
C -2.48 2.27 -7.58
O -1.32 2.26 -5.42
C 0.09 -0.27 4.90
C -1.94 -1.71 -3.11
C 1.08 0.28 7.00
C -4.48 -0.78 -0.75
H -2.15 6.97 -4.82
C 7.80 0.92 4.38
O -0.60 3.88 -3.67
B 0.58 1.13 1.91
H -3.23 7.20 -6.21
H -5.39 1.17 -0.67
H -7.80 -2.51 -3.45
H -0.99 -1.43 -3.57
C 0.49 0.70 5.82
H -3.44 5.80 -5.14
O 6.75 -2.56 5.67
H 7.30 -4.15 4.45
H -3.08 -2.08 -4.91
C -2.22 1.55 -6.27
H -7.27 -5.46 -4.01
H 6.02 1.17 3.18
H 6.99 -4.52 6.13
H -6.41 -4.24 -4.92
H -2.12 -3.45 -4.36
B -0.55 0.19 3.56
H 1.41 1.05 7.69
H 9.07 -3.62 6.88
H -1.74 0.59 -6.48
C 7.45 -3.79 5.47
O -1.03 4.64 -5.80
H 0.34 1.75 5.60
H -6.55 -0.17 -0.73
C 4.06 -0.87 4.11
H -2.50 -0.80 -2.89
H -4.45 -0.91 0.33
O 0.03 0.24 0.99
H 9.35 -2.74 5.40
C 6.59 1.72 3.93
C 3.96 -1.97 3.07
P -1.81 3.66 -4.74
H -8.14 -3.89 -2.44
O 5.16 -1.03 5.02
H 3.14 -0.89 4.71
C -7.42 -3.49 -3.15
O -1.42 -0.56 2.78
H 0.23 2.16 -1.58
H -3.10 3.16 -7.41
```

The value obtained for the energy above the lowest of the compared OMol25 structures with the same formula, charge and spin is 0.0 kJ/mol. For the total energy, the calculation gives -3173.3038 Ha. As for the charge: 0. The HOMO-LUMO gap is 10.16 eV.



Entry from the Open Molecules 2025 dataset: an isolated ion of composition C24H52BBrN3O3Si and charge +1 in a non-equilibrium geometry (the ωB97M-V functional and the def2-TZVPD basis).

```
85
C24H52BBrN3O3Si the ωB97M-V functional and the def2-TZVPD basis
N -3.83 2.14 1.55
C 6.64 0.60 -1.03
H 3.16 2.23 1.06
H -5.58 3.36 2.84
C -3.19 1.65 0.29
H -3.71 2.17 -0.52
C 12.33 -2.75 1.02
C 8.05 1.21 -1.14
H -6.82 -3.32 -3.53
H -4.55 -1.56 -1.28
H 11.62 -0.32 -0.28
C -0.71 0.93 0.59
H -10.83 -2.43 -1.99
H -8.41 -3.87 -4.08
H 12.95 -2.05 1.59
N -5.96 2.62 2.26
C 5.68 1.40 -0.12
C -4.74 -0.12 0.25
H -4.45 -0.26 4.98
H -6.15 1.40 -0.19
H 4.02 2.29 -1.20
H -1.07 0.40 1.48
H 3.52 0.51 1.21
H 9.92 1.10 -0.05
H -8.54 -0.53 -4.93
H 8.36 1.17 -2.19
H -6.69 -2.34 -0.90
H 1.67 1.44 -0.99
H 11.60 -1.73 -1.34
H 5.71 1.00 0.89
C 11.05 -1.22 -0.55
H 8.04 2.25 -0.84
H 12.87 -3.03 0.12
C -5.15 1.92 1.47
H 8.64 0.10 0.61
H 10.63 -1.55 1.53
C 9.10 0.44 -0.33
H 0.66 2.59 0.78
H -4.81 -0.85 1.06
N -5.65 1.00 0.61
H -9.95 -0.06 -3.94
Si -8.58 -1.76 -2.76
H -1.52 2.31 -0.83
H 6.74 -0.41 -0.63
H -5.31 0.18 3.49
H -7.18 -0.89 -0.05
H -4.51 -1.39 3.65
B -3.19 1.73 2.88
H -10.22 -1.11 -1.00
C -9.93 -2.03 -1.50
O -2.77 2.77 3.64
H -2.34 0.20 4.14
H -2.71 -0.41 2.56
H -2.87 2.64 4.59
C -9.30 -0.89 -4.24
H -0.63 0.19 -0.21
H 9.68 -0.61 -2.14
O -7.39 -0.78 -2.10
O -3.38 0.27 0.13
C -3.08 0.24 3.34
C 3.19 1.28 0.51
H -7.89 -4.10 -2.39
C -1.71 2.02 0.21
C -6.69 -1.24 -0.97
C -5.24 -0.75 -1.03
H -1.55 2.92 0.82
C -7.87 -3.42 -3.25
H -9.62 -2.75 -0.74
C 4.22 1.39 -0.61
H -5.17 -0.01 -1.84
H 10.25 -2.93 0.48
H 0.95 1.32 1.95
H 12.21 -3.66 1.62
H 6.03 2.44 -0.09
C 10.98 -2.13 0.67
Br -7.77 2.36 2.33
C 1.79 0.96 -0.01
H 6.20 0.53 -2.02
C -4.42 -0.33 3.89
H 4.09 0.54 -1.29
H -9.91 -1.62 -4.77
C 9.67 -0.79 -1.06
C 0.69 1.50 0.91
H 8.99 -1.63 -0.89
H 1.66 -0.11 -0.15
```

The value obtained for the energy above the lowest of the compared OMol25 structures with the same formula, charge and spin is 0.0 kJ/mol. For the total energy, the calculation gives -4223.8957 Ha. As for the charge: +1. The HOMO-LUMO gap is 8.26 eV.